C55H46Cl3I2KN5O4S3Sb | wB97M-V/def2-TZVPD

Geometry (Å):
K  -0.664  0.079  -0.237
C  -5.594  2.368  -0.488
O  -4.726  1.354  -0.061
C  -4.308  1.385  1.236
C  -4.882  2.145  2.222
C  -4.343  2.148  3.531
C  -3.210  1.418  3.786
C  -2.582  0.638  2.791
C  -1.331  -0.007  3.130
N  -0.553  -0.636  2.327
N  0.560  -1.135  2.987
C  1.487  -1.630  2.233
O  1.555  -1.712  0.930
C  2.669  -2.142  3.008
C  2.496  -2.716  4.270
C  3.583  -3.194  4.985
C  4.869  -3.087  4.464
C  5.050  -2.507  3.216
C  3.956  -2.051  2.491
C  -3.156  0.536  1.481
O  -2.710  -0.216  0.573
H  -5.629  2.305  -1.574
H  -5.226  3.363  -0.206
H  -6.605  2.247  -0.075
H  -5.759  2.750  2.017
H  -4.819  2.737  4.306
H  -2.758  1.442  4.774
H  -1.020  0.081  4.177
H  1.491  -2.770  4.667
H  3.430  -3.658  5.954
H  5.721  -3.450  5.027
H  6.049  -2.405  2.806
H  4.104  -1.624  1.508
S  -2.562  2.400  -2.990
C  -0.991  2.861  -3.507
C  -0.622  2.792  -4.881
C  0.617  3.226  -5.288
C  1.513  3.741  -4.344
C  1.091  3.767  -3.028
N  -0.103  3.353  -2.604
H  -1.342  2.390  -5.580
H  0.899  3.175  -6.336
H  2.498  4.094  -4.627
H  1.756  4.136  -2.248
I  2.983  0.495  -2.669
C  3.801  -0.192  -0.841
I  4.394  1.385  0.457
H  4.687  -0.776  -1.063
H  3.051  -0.778  -0.315
Cl  2.277  9.660  2.713
C  0.910  8.690  2.245
C  0.822  8.200  0.955
C  -0.282  7.444  0.599
C  -1.299  7.151  1.500
C  -2.510  6.338  1.075
C  -2.445  4.877  1.580
N  -1.171  4.187  1.477
C  -0.072  4.418  2.285
C  0.868  3.502  1.918
N  0.375  2.700  0.921
C  -0.833  3.134  0.680
O  -2.794  6.535  -0.287
C  -2.331  5.584  -1.257
C  -2.346  6.275  -2.584
C  -3.467  6.462  -3.329
Cl  -5.061  6.007  -2.911
S  -3.147  7.241  -4.831
C  -1.471  7.331  -4.465
C  -1.195  6.787  -3.255
C  -1.173  7.670  2.786
Cl  -2.398  7.375  3.988
C  -0.082  8.434  3.171
H  1.606  8.403  0.238
H  -0.359  7.076  -0.414
H  -3.375  6.770  1.579
H  -3.199  4.280  1.067
H  -2.713  4.909  2.634
H  -0.066  5.183  3.044
H  1.858  3.355  2.323
H  -1.511  2.701  -0.048
H  -2.993  4.718  -1.298
H  -1.324  5.217  -1.050
H  -0.788  7.759  -5.183
H  -0.193  6.706  -2.855
H  -0.013  8.821  4.178
S  -0.240  -2.170  -2.156
Sb  0.524  -3.440  -0.461
C  -0.444  -3.848  1.384
C  0.159  -4.756  2.249
C  -0.453  -5.074  3.452
C  -1.676  -4.496  3.776
C  -2.283  -3.609  2.900
C  -1.668  -3.273  1.700
C  0.049  -5.453  -1.172
C  0.999  -6.330  -1.691
C  0.629  -7.577  -2.188
C  -0.705  -7.959  -2.180
C  -1.665  -7.095  -1.667
C  -1.286  -5.857  -1.165
C  2.633  -3.750  -0.719
C  3.111  -3.478  -1.997
C  4.465  -3.611  -2.286
C  5.346  -4.024  -1.293
C  4.870  -4.292  -0.016
C  3.518  -4.152  0.272
H  1.108  -5.216  1.989
H  0.027  -5.761  4.139
H  -2.153  -4.740  4.719
H  -3.230  -3.148  3.158
H  -2.131  -2.541  1.045
H  2.043  -6.039  -1.715
H  1.385  -8.246  -2.583
H  -0.995  -8.927  -2.573
H  -2.708  -7.388  -1.664
H  -2.045  -5.189  -0.769
H  2.420  -3.147  -2.766
H  4.830  -3.385  -3.281
H  6.402  -4.133  -1.515
H  5.556  -4.594  0.767
H  3.174  -4.342  1.281

Properties
Maximum force, eV/Å: 2.14
Gap between HOMO and LUMO, eV: 5.31
ΔE to the lowest compared entry with this formula, charge and spin, kcal per mole: 16.5
E_tot, Ha: -6708.99866
LUMO, eV: 3.4
Net charge: -2

=====

C55H47EuN6O3PS2 | wB97M-V/def2-TZVPD

Geometry (Å):
Eu  -11.594  -15.996  13.664
N  -6.112  -8.327  7.996
C  -6.770  -9.150  8.456
C  -7.549  -10.162  9.134
C  -8.071  -9.904  10.409
C  -8.858  -10.870  10.976
C  -9.214  -12.071  10.275
C  -8.692  -12.309  8.986
C  -7.836  -11.350  8.452
C  -9.947  -13.048  11.120
C  -11.035  -12.496  11.926
C  -11.765  -11.263  11.834
C  -12.788  -11.258  12.794
C  -12.627  -12.417  13.529
N  -11.597  -13.207  13.032
C  -9.647  -14.431  11.011
C  -8.533  -15.089  10.460
C  -8.800  -16.475  10.445
C  -10.166  -16.556  10.869
N  -10.631  -15.381  11.331
H  -7.916  -8.947  10.862
H  -9.229  -10.783  11.984
H  -8.841  -13.288  8.420
H  -7.397  -11.535  7.501
H  -11.467  -10.444  11.202
H  -13.639  -10.564  12.834
H  -13.125  -12.671  14.464
H  -7.656  -14.567  10.111
H  -8.175  -17.302  10.223
H  -10.836  -17.386  10.839
O  -12.505  -19.659  11.542
C  -12.294  -18.818  12.436
O  -12.738  -17.576  12.397
C  -11.386  -19.172  13.628
C  -11.399  -20.414  14.303
C  -10.526  -20.640  15.355
C  -9.483  -19.669  15.680
C  -8.636  -19.792  16.860
C  -7.640  -18.890  17.023
C  -7.412  -17.880  16.088
C  -8.204  -17.754  14.963
C  -9.406  -18.540  14.800
N  -10.425  -18.250  13.916
H  -12.025  -21.211  13.856
H  -10.712  -21.526  15.961
H  -8.853  -20.590  17.572
H  -6.963  -18.912  17.899
H  -6.549  -17.257  16.265
H  -7.937  -17.033  14.220
O  -13.973  -15.524  14.339
S  -15.187  -15.856  15.212
C  -15.825  -17.491  14.655
C  -16.028  -18.602  15.511
C  -16.547  -19.784  14.975
C  -17.028  -19.848  13.656
C  -16.871  -18.721  12.864
C  -16.103  -17.621  13.300
C  -16.526  -14.884  14.578
C  -17.742  -15.071  15.219
C  -18.819  -14.199  14.914
C  -18.737  -13.296  13.870
C  -17.563  -13.216  13.151
C  -16.516  -14.076  13.432
H  -15.670  -18.552  16.539
H  -16.518  -20.749  15.482
H  -17.450  -20.804  13.318
H  -17.298  -18.723  11.854
H  -15.720  -16.849  12.588
H  -17.903  -15.876  15.923
H  -19.812  -14.306  15.415
H  -19.613  -12.683  13.560
H  -17.348  -12.464  12.341
H  -15.642  -14.160  12.814
C  -12.187  -17.861  18.376
N  -12.715  -16.557  18.045
C  -14.046  -16.099  18.627
C  -13.937  -14.552  18.526
N  -12.709  -14.386  17.802
C  -12.061  -15.537  17.515
S  -10.665  -15.426  16.524
H  -11.788  -17.921  19.441
H  -11.434  -18.251  17.656
H  -13.025  -18.566  18.370
H  -14.140  -16.390  19.701
H  -14.909  -16.489  18.077
H  -13.830  -14.071  19.509
H  -14.840  -14.162  18.064
H  -12.220  -13.561  17.641
C  -13.804  -14.572  9.363
P  -13.412  -16.331  9.486
C  -15.017  -17.074  9.135
C  -15.869  -16.434  8.199
C  -17.038  -17.036  7.787
C  -17.334  -18.362  8.174
C  -16.467  -18.987  9.105
C  -15.319  -18.365  9.569
C  -12.581  -16.524  7.881
C  -11.819  -15.485  7.340
C  -11.474  -15.483  5.951
C  -11.863  -16.599  5.229
C  -12.362  -17.756  5.783
C  -12.812  -17.673  7.128
H  -13.888  -14.176  8.335
H  -12.981  -14.028  9.848
H  -14.690  -14.418  9.938
H  -15.522  -15.506  7.747
H  -17.688  -16.456  7.097
H  -18.065  -18.940  7.670
H  -16.728  -19.991  9.454
H  -14.643  -18.793  10.280
H  -11.550  -14.632  7.993
H  -10.874  -14.667  5.557
H  -11.650  -16.580  4.094
H  -12.427  -18.689  5.232
H  -13.331  -18.532  7.553

Properties
Maximum force, eV/Å: 3.69
Gap between HOMO and LUMO (alpha / beta), eV: 4.47 / 6.01
ΔE to the lowest compared entry with this formula, charge and spin, kcal per mole: 35.1
E_tot, Ha: -4526.12654
2S+1: 7
LUMO (alpha / beta), eV: -4.8 / -3.2
Net charge: +1

=====

C55H48AsCaN8O2PSe | wB97M-V/def2-TZVPD

Geometry (Å):
Ca  -0.303  -1.340  1.258
N  1.590  -3.736  1.857
P  1.774  -2.978  0.284
C  3.591  -3.079  -0.131
C  4.216  -4.231  -0.647
C  5.474  -4.120  -1.264
C  6.134  -2.868  -1.277
C  5.617  -1.773  -0.560
C  4.338  -1.855  -0.046
C  0.961  -4.257  -0.719
C  0.026  -5.148  -0.153
C  -0.652  -6.127  -0.909
C  -0.511  -6.119  -2.296
C  0.368  -5.222  -2.852
C  1.038  -4.289  -2.111
C  1.867  -2.900  2.976
C  2.221  -3.555  4.118
C  2.315  -2.804  5.268
C  2.136  -1.433  5.169
C  1.867  -0.881  3.953
N  1.673  -1.584  2.864
H  1.890  -4.670  1.942
H  3.657  -5.194  -0.577
H  5.901  -4.989  -1.751
H  7.128  -2.842  -1.692
H  6.169  -0.884  -0.362
H  3.912  -1.083  0.544
H  -0.215  -5.234  0.893
H  -1.347  -6.811  -0.385
H  -0.937  -6.862  -2.917
H  0.460  -5.118  -3.969
H  1.724  -3.579  -2.717
H  2.454  -4.630  4.108
H  2.507  -3.295  6.183
H  2.167  -0.800  6.048
H  1.646  0.138  3.859
Se  -1.690  0.343  4.406
N  -1.661  -1.178  3.560
C  -1.763  -2.155  4.446
C  -1.711  -3.505  4.201
C  -1.874  -4.393  5.227
C  -2.119  -3.982  6.574
C  -2.256  -2.684  6.819
C  -2.049  -1.720  5.786
N  -2.142  -0.395  5.922
H  -1.468  -3.854  3.162
H  -1.988  -5.420  4.986
H  -2.228  -4.824  7.345
H  -2.462  -2.405  7.817
C  0.165  9.007  -2.579
C  -0.006  8.192  -1.292
C  -1.269  7.878  -0.826
C  -1.421  7.213  0.415
C  -0.322  6.830  1.177
N  -0.533  6.343  2.461
C  -1.617  5.470  2.834
O  -2.279  5.637  3.848
N  -1.768  4.345  2.021
C  -0.732  3.432  1.663
C  0.620  3.706  1.552
C  1.495  2.679  1.415
C  0.977  1.319  1.376
N  -0.341  1.057  1.461
C  -1.179  2.108  1.520
C  0.988  7.058  0.689
C  1.096  7.776  -0.526
H  -0.366  9.983  -2.448
H  -0.289  8.483  -3.426
H  1.185  9.313  -2.716
H  -2.120  8.326  -1.387
H  -2.404  6.997  0.821
H  -0.409  6.977  3.216
H  -2.536  3.812  2.371
H  0.994  4.700  1.635
H  2.560  2.884  1.266
H  1.658  0.483  1.287
H  -2.185  1.855  1.361
H  1.883  6.716  1.186
H  2.061  8.047  -0.921
N  -3.431  -3.022  -0.174
C  -2.538  -2.676  0.476
H  -4.416  -3.149  -0.360
O  -0.801  -0.485  -0.719
As  -1.019  -0.173  -2.351
C  -2.515  -1.068  -3.067
C  -2.513  -2.511  -3.071
C  -3.670  -3.172  -3.472
C  -4.742  -2.412  -3.885
C  -4.762  -1.013  -3.781
C  -3.624  -0.375  -3.364
C  -1.360  1.693  -2.351
C  -2.324  2.238  -1.524
C  -2.391  3.609  -1.484
C  -1.629  4.399  -2.311
C  -0.691  3.852  -3.194
C  -0.556  2.485  -3.183
C  0.484  -0.775  -3.340
C  0.304  -1.202  -4.655
C  1.477  -1.444  -5.367
C  2.725  -1.351  -4.749
C  2.870  -1.075  -3.414
C  1.726  -0.754  -2.717
H  -1.541  -3.010  -3.009
H  -3.737  -4.234  -3.619
H  -5.583  -2.936  -4.374
H  -5.601  -0.378  -4.148
H  -3.639  0.748  -3.317
H  -3.069  1.527  -0.986
H  -3.086  4.142  -0.837
H  -1.755  5.505  -2.343
H  -0.040  4.431  -3.758
H  0.230  2.092  -3.795
H  -0.724  -1.168  -5.038
H  1.400  -1.597  -6.424
H  3.600  -1.485  -5.420
H  3.818  -1.045  -2.911
H  1.773  -0.514  -1.656

Properties
Maximum force, eV/Å: 3.48
Gap between HOMO and LUMO, eV: 7.12
ΔE to the lowest compared entry with this formula, charge and spin, kcal per mole: 3.2
E_tot, Ha: -8368.94961
LUMO, eV: -5.3
Net charge: +2

=====

C55H49AsBrN2O2PS2Sc | wB97M-V/def2-TZVPD

Geometry (Å):
Sc  -0.098  1.418  0.664
S  1.761  3.578  0.683
C  0.727  3.867  -0.593
N  -0.296  3.094  -0.908
C  -0.939  3.525  -2.037
C  -2.046  2.921  -2.630
C  -2.577  3.468  -3.780
C  -2.015  4.598  -4.363
C  -0.911  5.208  -3.796
C  -0.386  4.676  -2.634
S  0.980  5.227  -1.701
H  -2.474  2.042  -2.173
H  -3.440  3.005  -4.235
H  -2.438  5.005  -5.270
H  -0.457  6.071  -4.257
O  -2.250  4.040  2.951
C  -1.383  3.225  2.713
O  -1.402  2.342  1.789
C  -0.104  3.192  3.601
P  0.698  1.579  3.250
C  2.299  1.743  4.126
C  2.469  1.454  5.475
C  3.720  1.573  6.055
C  4.801  2.005  5.307
C  4.636  2.296  3.963
C  3.396  2.147  3.372
C  -0.198  0.450  4.362
C  0.406  -0.767  4.680
C  -0.283  -1.720  5.402
C  -1.592  -1.485  5.791
C  -2.207  -0.291  5.456
C  -1.515  0.674  4.746
H  -0.351  3.349  4.655
H  0.577  3.988  3.283
H  1.628  1.114  6.065
H  3.850  1.316  7.097
H  5.773  2.107  5.769
H  5.476  2.619  3.368
H  3.271  2.328  2.314
H  1.418  -0.961  4.347
H  0.198  -2.656  5.648
H  -2.137  -2.248  6.325
H  -3.238  -0.115  5.723
H  -2.012  1.590  4.462
Br  -1.446  -0.958  1.626
C  -4.081  -2.335  2.373
C  -5.196  -3.005  2.815
C  -6.485  -2.673  2.363
C  -6.669  -1.705  1.411
C  -5.565  -1.008  0.883
C  -5.677  -0.022  -0.121
C  -4.586  0.676  -0.558
C  -3.313  0.403  -0.029
C  -3.198  -0.568  0.921
C  -4.274  -1.319  1.416
H  -5.101  -3.796  3.553
H  -7.340  -3.191  2.783
H  -7.663  -1.458  1.057
H  -6.651  0.186  -0.547
H  -4.693  1.441  -1.316
H  -2.424  0.953  -0.356
C  -3.340  -5.010  -1.369
C  -2.417  -3.844  -1.554
C  -2.718  -2.782  -2.388
C  -1.848  -1.706  -2.530
C  -2.229  -0.626  -3.512
C  -0.631  -1.674  -1.835
As  0.368  0.075  -1.888
N  1.217  0.155  -0.290
C  2.424  -0.308  0.145
C  2.575  -0.587  1.519
C  3.779  -0.971  2.060
C  4.894  -1.140  1.252
C  4.754  -0.938  -0.111
C  3.555  -0.538  -0.659
C  1.772  -0.247  -3.342
C  2.600  0.869  -3.558
C  2.268  2.199  -2.951
C  3.757  0.761  -4.312
C  4.124  -0.445  -4.887
C  5.422  -0.599  -5.618
C  3.242  -1.507  -4.779
C  2.068  -1.428  -4.039
C  1.147  -2.618  -4.070
C  -0.300  -2.779  -1.041
C  1.028  -2.903  -0.360
C  -1.194  -3.829  -0.905
H  -4.263  -4.878  -1.927
H  -3.579  -5.124  -0.314
H  -2.858  -5.927  -1.707
H  -3.644  -2.784  -2.950
H  -2.644  -1.071  -4.413
H  -1.360  -0.024  -3.788
H  -2.994  0.025  -3.090
H  1.686  -0.538  2.145
H  3.852  -1.155  3.123
H  5.843  -1.431  1.676
H  5.598  -1.099  -0.771
H  3.487  -0.402  -1.728
H  1.247  2.483  -3.224
H  2.948  2.975  -3.299
H  2.347  2.149  -1.862
H  4.396  1.625  -4.434
H  6.047  0.280  -5.485
H  5.249  -0.747  -6.683
H  5.963  -1.466  -5.243
H  3.484  -2.435  -5.282
H  1.422  -3.285  -4.887
H  0.119  -2.293  -4.223
H  1.185  -3.189  -3.144
H  1.822  -2.462  -0.958
H  1.269  -3.948  -0.177
H  1.011  -2.401  0.606
H  -0.922  -4.670  -0.282

Properties
Maximum force, eV/Å: 2.19
Gap between HOMO and LUMO, eV: 5.44
ΔE to the lowest compared entry with this formula, charge and spin, kcal per mole: 58.8
E_tot, Ha: -9093.68684
LUMO, eV: 2.2
Net charge: -1

=====

The lowest E_tot belongs to which entry?
C55H49AsBrN2O2PS2Sc

=====

Which of these has the lowest maximum force?
C55H46Cl3I2KN5O4S3Sb

=====

The lowest net charge belongs to which entry?
C55H46Cl3I2KN5O4S3Sb